Entry 1:
A structure of composition C5H8N2O at a distorted geometry, computed with ωB97M-V/def2-TZVPD.

Structure (XYZ):
```
16
C5H8N2O (ωB97M-V/def2-TZVPD)
C -0.3650 -0.8642 -1.1795
C 1.0025 1.1411 -0.6915
C -1.1405 0.5700 1.6648
C -0.1187 -0.6869 1.4736
C 0.1922 -1.1647 0.2680
H -1.5185 -0.8089 -1.5118
H -0.0460 -1.5705 -2.0681
H 0.9878 -0.1230 -2.7255
H 1.8840 1.4399 -0.9975
H -2.1848 0.5627 2.0494
H -0.5249 1.2772 2.0651
H 0.8479 -1.0472 2.3377
H 1.2416 -1.9674 0.3065
N 0.4785 0.2465 -1.6432
N 0.2717 1.8112 0.2402
O -1.0080 1.1840 0.4120
```

As for the energy above the lowest of the compared OMol25 structures with the same formula, charge and spin: 198.74 kcal per mole. For the gap between HOMO and LUMO, the calculation gives 0.3342 Eh. Its molar mass is 112.13 g mol⁻¹. As for the maximum force: 7.3 eV Å⁻¹.

natural (NBO) atomic charge list, values in e, 6 entries: atom 1 (C): -0.265, atom 2 (C): 0.245, atom 3 (C): -0.120, atom 4 (C): -0.212, atom 5 (C): -0.252, atom 6 (H): 0.225

Entry 2:
A structure of composition C5H8N2O at a distorted geometry, computed with ωB97M-V/def2-TZVPD.

Structure (XYZ):
```
16
C5H8N2O (ωB97M-V/def2-TZVPD)
C 1.8725 -0.0581 -0.1736
C 0.6207 0.7672 0.2613
C -1.2227 -0.5984 -1.5217
C -1.3799 -0.6795 0.9074
C -0.1502 -0.1228 1.1892
H 1.5503 -1.3135 -0.2692
H 2.1243 0.4550 -1.3199
H 2.6961 0.2527 0.8713
H 0.9117 1.6238 1.0419
H -1.2319 1.4963 0.1038
H -1.4546 -1.3989 -2.2563
H -1.6487 -1.5643 1.5712
H 0.0044 -0.0173 2.2711
N -0.3274 1.2863 -0.6715
N -0.4307 0.4566 -1.6817
O -1.9337 -0.5849 -0.3233
```

As for the energy above the lowest of the compared OMol25 structures with the same formula, charge and spin: 168.70 kcal per mole. For the gap between HOMO and LUMO, the calculation gives 0.3346 Eh. Its molar mass is 112.13 g mol⁻¹. As for the maximum force: 7.0 eV Å⁻¹.

natural (NBO) atomic charge list, values in e, 6 entries: atom 1 (C): -0.656, atom 2 (C): -0.128, atom 3 (C): 0.335, atom 4 (C): 0.078, atom 5 (C): -0.271, atom 6 (H): 0.238

Entry 3:
The molecule C5H8N2O at a distorted geometry, computed with ωB97M-V/def2-TZVPD.

Structure (XYZ):
```
16
C5H8N2O (ωB97M-V/def2-TZVPD)
O 1.5577 -0.0768 -2.3322
N 1.8182 -0.1863 -0.8669
C 0.7238 0.2016 -0.1897
C -0.5853 0.4080 -0.7745
C -1.0974 0.7711 0.5831
N -2.1086 0.0117 1.4131
C -0.6454 -0.5884 1.1282
C 0.8130 -0.2452 1.3501
H 2.5479 -0.1179 -2.5840
H -0.7313 1.0602 -1.7050
H -1.0977 -0.4044 -1.2456
H -0.3514 1.5756 1.0321
H -2.9546 -0.4059 0.5567
H -0.7112 -1.3680 0.4357
H 1.5770 -1.2184 1.1904
H 1.2454 0.5832 2.0085
```

As for the energy above the lowest of the compared OMol25 structures with the same formula, charge and spin: 223.10 kcal per mole. As for the SMILES: ON=C1C[C@H]2N[C@@H]2C1. For the gap between HOMO and LUMO, the calculation gives 0.3311 Eh. Its molar mass is 112.13 g mol⁻¹. As for the maximum force: 9.5 eV Å⁻¹.

natural (NBO) atomic charge list, values in e, 6 entries: atom 1 (O): -0.608, atom 2 (N): -0.132, atom 3 (C): 0.211, atom 4 (C): -0.521, atom 5 (C): -0.095, atom 6 (N): -0.546